The following is a quantum chemistry calculation of a 8-piece molecular cluster, C16H38BF19N4O6P2 overall at a distorted geometry, from OMol25.

Output
* ΔE to the lowest compared entry with this formula, charge and spin: 370.2 kJ/mol
* HOMO energy: -6.479 eV
* frontier orbital gap: 4.94 eV
* DFT total energy: -3908.383277 Ha

```
! wB97M-V def2-TZVPD RIJCOSX def2/J DEFGRID3
* xyz 0 1
C -0.7580 -5.0108 0.5020
C -1.6969 -4.2281 1.3017
O -2.0451 -4.5557 2.4415
N -2.1069 -2.8411 0.6389
H -1.3786 -2.2320 0.9835
H -2.0064 -2.9012 -0.3643
C -3.5709 -2.4272 1.0209
H -0.1570 -4.4768 -0.2340
H -1.2861 -5.8109 -0.0167
H -0.0654 -5.4970 1.1891
H -4.1266 -2.9052 0.2141
H -3.6132 -1.3450 0.8973
H -3.8314 -2.8533 1.9897
C 2.2904 1.2924 2.5843
C 2.5791 0.3067 3.7040
O 3.6622 -0.2976 3.8772
N 1.4938 0.2833 4.8233
H 1.5503 1.2151 5.2088
H 0.5538 0.2503 4.4553
C 1.6672 -0.8777 5.8532
H 1.4550 0.9119 1.9965
H 3.0935 1.4174 1.8581
H 2.1414 2.3088 2.9487
H 1.2634 -1.8157 5.4722
H 1.1432 -0.4426 6.7043
H 2.7269 -1.0091 6.0719
C 4.3996 -1.4465 -1.2152
C 3.7968 -0.8222 -2.4348
O 4.4500 -0.3334 -3.3469
N 2.2099 -0.9576 -2.4801
H 1.8834 -1.1739 -1.5491
H 1.7647 -0.0677 -2.6528
C 1.7324 -1.9107 -3.6077
H 3.8632 -2.3494 -0.9233
H 4.4777 -0.9631 -0.2413
H 5.4600 -1.6210 -1.3978
H 1.8565 -2.9621 -3.3485
H 2.2558 -1.6719 -4.5335
H 0.6583 -1.8140 -3.7659
C -3.8026 4.6947 1.2443
C -3.0247 3.8914 0.2203
O -3.4744 3.6070 -0.9432
N -1.7392 3.3095 0.8072
H -1.3215 3.9930 1.4223
H -2.0524 2.4977 1.3201
C -0.7726 2.9184 -0.2909
H -4.3345 5.4850 0.7147
H -3.2391 5.1250 2.0722
H -4.5272 4.0187 1.6982
H -1.3392 2.2966 -0.9840
H 0.0818 2.4602 0.2072
H -0.4705 3.7834 -0.8813
C 1.1280 2.0550 -4.1065
O 1.5950 1.8960 -2.7532
O 1.9574 1.1042 -4.8223
C -0.4941 2.0488 -4.1605
F -0.9772 2.5165 -5.3640
F -1.0708 0.8425 -3.8954
F -0.9698 2.9322 -3.3048
C 2.4857 2.9532 -2.2158
C 3.0008 2.6310 -0.8035
H 3.5661 3.4553 -0.3688
H 2.0945 2.5979 -0.1989
H 3.6189 1.7354 -0.7406
H 1.9176 3.8726 -2.0743
H 3.3453 3.2582 -2.8126
H 1.4218 3.0558 -4.4230
P -1.9380 1.1230 3.4887
F -3.0171 2.3487 3.2024
F -1.9669 0.7463 1.9382
F -0.6610 2.1002 3.2440
F -0.8202 0.0075 3.8928
F -1.7605 1.6309 5.0515
F -3.0980 -0.0003 3.6981
P -2.9562 -3.6796 -3.4922
F -3.9254 -2.6668 -2.5563
F -3.6448 -4.9477 -2.6860
F -4.1924 -3.7257 -4.5346
F -2.0198 -4.6775 -4.4739
F -2.3746 -2.4128 -4.3437
F -1.6385 -3.4263 -2.4097
B 0.7239 -1.1443 0.1811
F -0.1965 -1.1176 1.2104
F 0.1893 -1.9001 -0.8358
F 0.9259 0.0998 -0.2416
F 1.9817 -1.7578 0.4791
*
```